{"formula": "C5H4GaN2O4S", "method": "ωB97M-V/def2-TZVPD", "homo_lumo_gap_ha": 0.2518, "charge": 3, "homo_ev": -21.2, "elements": ["Ga", "S", "O", "O", "O", "O", "N", "N", "C", "C", "C", "C", "C", "H", "H", "H", "H"], "coordinates": [[0.60108, -0.75592, -1.71378], [-0.13300, 0.19120, 0.41677], [3.62425, 0.19079, -2.61836], [-0.81907, 2.04175, -3.00186], [1.80782, -3.24256, 0.24999], [-1.53959, -2.72830, -3.19480], [-1.34606, 2.00474, 1.98574], [-0.47765, 0.20444, 3.08452], [-0.68756, 0.83909, 1.91835], [-0.75864, -2.03514, -2.69727], [2.56644, -0.15994, -2.33396], [1.43586, -2.44573, -0.48720], [-0.31345, 1.07378, -2.65250], [-0.78498, 0.57714, 3.97662], [-1.52502, 2.51735, 1.12844], [-1.66844, 2.40782, 2.86231], [0.01801, -0.68051, 3.07700]]}

=====

{"formula": "C25H31Cl2NO4Ru", "method": "ωB97M-V/def2-TZVPD", "homo_lumo_gap_ha": [0.1194, 0.2119], "charge": -2, "multiplicity": 5, "homo_ev": [1.5, -1.0], "e_above_lowest_kcal_mol": 57.3, "s_squared": 6.0523, "elements": ["Ru", "Cl", "Cl", "O", "O", "O", "O", "N", "C", "C", "C", "C", "C", "C", "C", "C", "C", "C", "C", "C", "C", "C", "C", "C", "C", "C", "C", "C", "C", "C", "C", "C", "C", "H", "H", "H", "H", "H", "H", "H", "H", "H", "H", "H", "H", "H", "H", "H", "H", "H", "H", "H", "H", "H", "H", "H", "H", "H", "H", "H", "H", "H", "H", "H"], "coordinates": [[-0.13726, 0.91060, -1.34200], [-0.46178, 3.12436, -1.32009], [-2.70548, 1.23004, -0.81300], [-0.41925, -0.30459, 0.55342], [1.21635, 3.22611, -1.84899], [0.61440, 1.44648, 1.53571], [1.78316, 0.96984, -0.90585], [-0.31245, -1.82811, 3.21653], [3.08029, -0.47349, 2.66996], [0.05653, -0.65287, -2.88108], [-1.25270, -0.82088, 3.40453], [-1.77436, -2.48711, -2.88754], [1.33172, 1.32693, -4.01427], [0.12853, 0.74496, -3.37747], [-3.47815, -0.13478, -4.03897], [-1.63994, 2.34859, -4.42165], [-0.25115, 0.52669, 1.51807], [-1.28995, -1.10413, -3.09433], [-2.25587, -0.98763, 4.37526], [1.23621, -1.53695, -2.73408], [-1.23391, 1.07682, -3.80224], [1.85697, -0.68839, 3.31844], [-2.91122, 1.32730, 4.09182], [-1.18330, 0.38942, 2.69350], [-2.04763, -0.05427, -3.64175], [-1.98665, 1.46680, 3.05576], [3.50653, -1.35163, 1.67358], [1.45016, 0.18241, 4.46050], [1.01555, -1.70237, 2.81328], [3.91183, 0.73211, 3.00427], [2.72715, -2.44562, 1.28846], [1.48713, -2.63851, 1.88207], [-3.05947, 0.08886, 4.73402], [1.54273, -1.95755, -3.70514], [4.82447, 0.73851, 2.39837], [1.00544, -2.37258, -2.06137], [1.73649, 1.08463, 0.07249], [2.22150, 0.75217, -3.74717], [1.46093, 2.36009, -3.67163], [2.07601, -0.98232, -2.30567], [1.64756, 2.40264, -1.41626], [2.31583, 0.41138, 5.09248], [1.21906, 1.31983, -5.10553], [3.07794, -3.13483, 0.52158], [-3.58038, -0.36168, -5.10992], [0.69505, -0.28763, 5.09569], [-2.67268, -2.50324, -2.25424], [1.05217, 1.14208, 4.09948], [3.36291, 1.66240, 2.79698], [4.21023, 0.74841, 4.06084], [-1.86816, 2.40018, 2.50282], [-3.52054, 2.18333, 4.38416], [-3.99359, -0.92561, -3.48298], [-2.04170, -2.96564, -3.84188], [0.83079, -3.46306, 1.59181], [-3.80277, -0.03352, 5.52298], [-2.58012, 2.71681, -3.98355], [-0.65628, -2.77331, 3.36312], [4.47058, -1.16050, 1.19512], [-0.87318, 3.11934, -4.28828], [-1.81038, 2.22167, -5.50141], [-3.99642, 0.81170, -3.84921], [-1.00656, -3.10168, -2.40891], [-2.34895, -1.95900, 4.86936]]}